{
  "formula": "C5H10O",
  "method": "ωB97M-V/def2-TZVPD",
  "species": ["C", "C", "C", "C", "C", "O", "H", "H", "H", "H", "H", "H", "H", "H", "H", "H"],
  "positions_angstrom": [[-0.868873, -0.396906, -1.242578], [0.167118, -0.094724, -0.182820], [1.532848, -0.717262, -0.386757], [0.186852, 1.256770, 0.500597], [-0.317749, 0.053638, 1.236926], [-1.679827, -0.036646, 1.544376], [-0.861022, -1.469089, -1.475063], [-1.875789, -0.155034, -0.887407], [-0.690958, 0.152440, -2.172937], [2.149229, -0.606961, 0.514422], [2.061401, -0.224098, -1.212018], [1.462341, -1.785833, -0.619674], [1.149926, 1.692962, 0.760225], [-0.567569, 1.987060, 0.205941], [0.283554, -0.419297, 2.006286], [-2.103443, 0.768284, 1.223339]],
  "forces_ev_per_angstrom": [[-0.03, 0.02, -0.04], [-0.02, -0.10, -0.06], [0.02, -0.03, 0.01], [0.00, 0.18, 0.01], [0.24, -0.17, -0.06], [-0.12, 0.17, -0.09], [-0.01, 0.17, 0.04], [0.15, -0.01, -0.10], [0.05, -0.05, 0.10], [-0.09, -0.01, -0.16], [-0.07, -0.09, 0.09], [-0.03, 0.13, 0.05], [-0.20, -0.10, -0.03], [0.11, -0.12, 0.03], [0.01, 0.20, 0.03], [-0.03, -0.18, 0.18]],
  "lowdin_charge": [-0.033, -0.487, -0.046, -0.044, -0.317, -0.016, 0.085, 0.075, 0.083, 0.082, 0.085, 0.081, 0.107, 0.112, 0.144, 0.089],
  "spin_multiplicity": 1,
  "e_tot_ha": -271.71232,
  "smiles": "CC1(C)C[C@H]1O",
  "e_homo_ev": -9.29
}

{
  "formula": "C5H10O",
  "method": "ωB97M-V/def2-TZVPD",
  "species": ["C", "C", "C", "C", "C", "H", "H", "H", "H", "H", "H", "H", "H", "H", "H", "O"],
  "positions_angstrom": [[-0.546365, -0.682019, 0.102402], [-0.607066, -1.403598, 1.284563], [-1.313089, 0.549350, -0.085240], [-0.394454, 1.730611, -0.794908], [-0.683975, 2.262036, -2.074439], [0.213629, -1.017777, -0.658163], [0.151546, -2.117831, 1.620494], [-1.168841, -0.964839, 2.051619], [-1.863192, 1.048929, 0.756653], [-2.041656, 0.277069, -0.909267], [0.658262, 1.747715, -0.377762], [0.285946, 2.458432, -2.622454], [-1.786748, 2.265685, -2.271465], [3.442916, -2.038656, 1.635065], [2.746175, -1.091366, 0.674812], [2.578958, -1.913205, 1.188274]],
  "forces_ev_per_angstrom": [[1.75, -2.51, 3.13], [1.71, 1.67, -2.63], [-0.93, 3.26, -2.66], [-0.32, -1.53, -2.15], [1.37, -1.90, 4.45], [-1.11, 0.56, 0.54], [-0.57, -0.18, -0.74], [-1.11, 0.32, 1.07], [0.58, -1.24, -0.36], [0.26, 0.72, 0.94], [-1.18, 0.07, -0.69], [-2.01, 0.80, 0.05], [1.49, -0.01, -0.98], [-0.78, -0.10, -0.29], [-0.42, -0.77, 0.43], [1.27, 0.83, -0.13]],
  "lowdin_charge": [-0.219, 0.013, -0.236, -0.152, -0.030, 0.115, 0.039, 0.025, 0.115, 0.110, 0.085, 0.062, 0.060, 0.049, 0.049, -0.085],
  "spin_multiplicity": 1,
  "e_tot_ha": -271.62933,
  "smiles": "C=CCC=C.O",
  "e_homo_ev": -9.07
}

{
  "formula": "C5H10O",
  "method": "ωB97M-V/def2-TZVPD",
  "species": ["C", "C", "C", "C", "C", "O", "H", "H", "H", "H", "H", "H", "H", "H", "H", "H"],
  "positions_angstrom": [[-1.321749, 1.731175, 0.459974], [0.116523, 1.400264, -0.013316], [0.104536, 0.096503, -0.676533], [1.243116, -1.931657, -0.239598], [-0.085200, -1.088014, 0.133631], [-0.310229, -1.010157, 1.396226], [-1.673649, 0.911724, 1.091785], [-1.304123, 2.653101, 1.047527], [-1.997710, 1.872756, -0.388608], [0.538761, 2.201593, -0.625151], [0.705180, 1.246845, 0.907065], [0.232772, -0.007573, -1.754596], [2.116226, -1.426735, 0.179292], [1.093102, -2.873146, 0.289999], [1.382516, -2.117425, -1.308527], [-0.840073, -1.659253, -0.499170]],
  "forces_ev_per_angstrom": [[-0.12, -0.01, 0.06], [0.12, -0.01, -0.10], [-0.03, 0.05, 0.23], [0.21, -0.18, -0.06], [0.02, 0.20, -0.33], [-0.01, 0.00, 0.06], [-0.01, 0.14, -0.10], [0.02, -0.14, -0.09], [0.11, -0.02, 0.11], [-0.07, -0.13, 0.07], [-0.05, 0.02, -0.09], [-0.02, -0.04, 0.17], [-0.14, -0.04, -0.05], [0.00, 0.14, -0.07], [-0.05, 0.05, 0.14], [0.02, -0.03, 0.05]],
  "lowdin_charge": [-0.072, -0.211, 0.048, -0.008, -0.665, -0.124, 0.074, 0.079, 0.076, 0.111, 0.137, 0.131, 0.081, 0.082, 0.072, 0.188],
  "spin_multiplicity": 1,
  "e_tot_ha": -271.61469,
  "e_homo_ev": [-8.35, -8.14]
}

{
  "formula": "C5H10O",
  "method": "ωB97M-V/def2-TZVPD",
  "species": ["C", "C", "C", "C", "C", "O", "H", "H", "H", "H", "H", "H", "H", "H", "H", "H"],
  "positions_angstrom": [[0.544186, 1.504711, 0.026733], [0.332285, 0.016179, 0.351180], [-0.228606, -0.164802, 1.766218], [-0.597991, -0.671166, -0.652033], [0.012497, -1.086074, -1.965213], [1.177285, -0.974699, -2.262196], [0.644413, 2.085017, 0.948834], [-0.300637, 1.931968, -0.524780], [1.451575, 1.668458, -0.558825], [1.304966, -0.488365, 0.299019], [-0.173031, -1.210396, 2.092201], [0.330390, 0.442430, 2.486704], [-1.280244, 0.145633, 1.807631], [-1.009705, -1.595141, -0.218523], [-1.479158, -0.047746, -0.872127], [-0.709786, -1.557656, -2.669977]],
  "forces_ev_per_angstrom": [[0.05, 0.07, 0.02], [0.00, -0.04, 0.06], [-0.03, 0.01, 0.04], [0.04, -0.03, 0.05], [0.24, 0.03, -0.03], [-0.44, 0.01, 0.13], [0.05, -0.05, -0.09], [0.08, -0.08, 0.05], [-0.16, -0.05, -0.07], [-0.14, 0.07, 0.01], [-0.05, 0.15, -0.09], [-0.08, -0.13, -0.10], [0.13, 0.01, 0.04], [0.03, 0.04, -0.07], [0.13, -0.09, 0.03], [0.15, 0.08, 0.02]],
  "lowdin_charge": [-0.068, -0.430, -0.091, -0.162, -0.260, 0.053, 0.069, 0.077, 0.078, 0.132, 0.077, 0.074, 0.082, 0.122, 0.125, 0.120],
  "spin_multiplicity": 1,
  "e_tot_ha": -271.73750,
  "smiles": "CC(C)CC=O",
  "e_homo_ev": -9.84
}

Max |F| for every record listed, in sequence, given in eV Å⁻¹: 0.30, 5.03, 0.38, 0.45.
Relative energy (zero: lowest compared OMol25 entry of this formula, charge and spin) for every record listed, in sequence, given in kcal/mol: 25.3, 77.4, 86.5, 9.5.